DFT (the ωB97M-V functional and the def2-TZVPD basis) results for C20H32Cl2NOP2SV as an isolated structure in a non-equilibrium geometry.

Each line ends with the Mulliken spin population.
CARTESIAN COORDINATES (ANGSTROEM)
C 1.40363 -1.63034 3.24593  -0.005
H 2.28188 -2.01547 -0.59091  0.000
H -2.59671 2.73234 -1.29003  -0.003
C 0.94270 2.50450 2.91351  -0.001
H 2.17077 -3.08753 4.65589  0.000
H 0.03227 -4.35341 4.77951  0.000
H -1.91005 -3.66507 3.38483  0.000
Cl -1.72249 -0.30570 -3.66601  0.011
H -1.58368 4.21983 -1.30219  0.001
C 0.57112 3.52554 3.79185  0.000
S 0.55864 0.21041 1.44339  0.044
C -0.04014 2.95338 -3.37960  -0.005
P 0.04546 -2.27322 -1.50792  -0.025
C 0.49219 -3.12143 -3.04831  -0.004
H -0.98925 4.31282 5.07551  0.000
Cl -3.26853 -0.21572 -0.89227  0.003
H -1.73170 -1.63849 1.90717  0.006
H -1.92167 0.64765 2.98595  -0.001
C -1.28478 -3.33394 -0.81124  0.012
C 0.10772 -3.47362 4.13409  0.000
H -0.36505 -3.11317 -3.72856  0.001
H -1.56388 3.10443 0.10182  0.002
H 2.05197 2.24128 -1.03553  -0.003
H 1.99403 -0.09403 -6.77871  0.000
H 1.27189 4.32621 4.03414  0.000
H 0.79341 -1.16690 -5.98200  0.000
C -0.89111 -1.95461 2.52435  0.002
H -1.52118 0.47430 0.91153  0.017
C 1.31288 -2.75437 4.07287  0.000
H 1.33129 -2.59642 -3.52221  -0.001
H 2.31844 -1.05491 3.16064  0.000
C -1.62489 2.52404 4.03585  0.001
C 0.29589 -1.22751 2.48203  0.005
C 1.17618 2.87279 -0.84332  0.005
H -2.63128 2.54277 4.45837  0.000
V -1.10995 -0.12905 -1.54539  2.019
H 0.53105 0.64520 -6.05434  0.000
P -0.27524 2.18954 -1.73987  -0.027
C -0.98255 -3.08588 3.35510  0.001
H 1.81329 -3.73835 -0.71864  -0.001
H -1.24113 -3.30118 0.28423  -0.003
H 1.94249 2.44314 2.49109  0.000
H -1.14972 -4.36467 -1.16108  0.001
H 1.00199 2.91125 0.24288  0.003
C 2.00482 -0.00361 -4.73757  0.002
N -0.70426 0.15377 0.37907  -0.080
H 1.18987 -2.72532 0.62533  0.000
C -1.24664 1.48143 3.17252  -0.002
H 0.76792 2.43504 -3.91670  -0.001
H 1.38622 3.89181 -1.20785  -0.001
O 2.36559 0.03246 -3.62746  0.003
C 0.02266 1.48148 2.60469  0.006
C -0.70546 3.52304 4.37537  0.000
H 0.22565 4.01783 -3.26220  -0.002
C -1.63866 3.17033 -0.98972  0.013
C 1.46543 -2.73204 -0.43974  0.007
H -2.25844 -2.94415 -1.13022  -0.001
C 1.27407 -0.16804 -5.95357  0.001
H -0.97325 2.85443 -3.94921  0.001
H 0.78829 -4.15493 -2.81715  -0.002

The total energy comes out at -3856.0558 Ha. As for the charge: +2. Its spin multiplicity is 3. As for the LUMO energy (alpha / beta): -8.2360 / -8.2378 eV. The expectation value of S² is 2.02. The value obtained for the highest occupied orbital energy (alpha / beta) is -13.799 / -14.282 eV.



DFT (the ωB97M-V functional and the def2-TZVPD basis) results for ClFO4Sr as an isolated structure in a non-equilibrium geometry.

Each line ends with the Mulliken charge.
CARTESIAN COORDINATES (ANGSTROEM)
O -0.14460 -1.09462 0.27656  -0.633
O 1.42349 -0.50503 -1.36629  -0.635
Cl 1.29833 -0.96487 0.04830  1.558
O 2.23412 -2.03472 0.27303  -0.565
F -4.45821 1.38713 -1.33221  -0.775
O 1.61463 0.23146 0.79408  -0.706
Sr -1.96773 2.98066 1.30652  1.756

The total energy comes out at -891.2462 Ha. As for the charge: 0. As for the LUMO energy: -4.8059 eV. The calculation puts the relative energy (zero: lowest compared OMol25 entry of this formula, charge and spin) at 572.8 kJ/mol. The value obtained for the highest occupied orbital energy is -8.228 eV.



DFT (the ωB97M-V functional and the def2-TZVPD basis) results for C8H5BrCl2O as an isolated structure in a non-equilibrium geometry.

Each line ends with the Mulliken spin population.
CARTESIAN COORDINATES (ANGSTROEM)
C 0.43946 -1.12188 0.40056  -0.014
H 2.00653 -0.24207 1.68611  -0.010
H -1.67317 0.69519 -1.48520  0.000
C -0.88024 0.38472 -0.81087  -0.020
Cl 2.62553 3.13861 -1.20651  1.035
C 3.43367 2.02935 0.95853  0.019
H 0.59659 -1.99801 0.89203  -0.002
C -0.05910 1.45807 -0.43747  0.060
C 1.99378 2.19270 0.89180  0.555
H -0.32841 2.36517 -0.96307  -0.002
O 4.23172 2.73188 1.52697  0.152
C 1.25424 -0.04496 0.90319  0.080
C -0.59395 -0.90649 -0.48080  0.036
Br 1.33802 3.77297 1.76687  0.111
C 1.00386 1.25010 0.37531  -0.026
H -1.16923 -1.72595 -0.95895  0.003
Cl 3.96771 0.61414 0.12180  0.023

The total energy comes out at -3877.3352 Ha. As for the charge: 0. Its spin multiplicity is 3. As for the LUMO energy (alpha / beta): 0.3450 / -4.4201 eV. The expectation value of S² is 2.01. The value obtained for the highest occupied orbital energy (alpha / beta) is -8.342 / -9.570 eV.